Entry 1:
Density functional theory data (ωB97M-V/def2-TZVPD) for C21H26NO4PReS4 as an isolated structure.

The multiplicity is 4. Its orbital gap (alpha / beta) is 6.60 / 5.89 eV. For the relative energy (zero: lowest compared OMol25 entry of this formula, charge and spin), the calculation gives 2.8 kcal per mole. As for the LUMO energy (alpha / beta): -1.0816 / -1.4768 eV.

Structure (XYZ):
```
58
C21H26NO4PReS4, DFT ωB97M-V/def2-TZVPD
Re 0.41 0.56 1.42
O -0.32 -1.39 4.98
C 0.04 -0.70 4.06
O -0.49 -0.65 2.86
C 1.29 0.17 4.18
C 2.17 0.15 5.24
C 3.36 0.86 5.13
C 3.62 1.58 3.97
C 2.69 1.56 2.95
N 1.54 0.88 3.07
C 2.88 2.16 1.57
O 3.84 2.85 1.32
O 1.94 1.81 0.74
H 1.93 -0.45 6.10
H 4.09 0.83 5.92
H 4.55 2.12 3.81
S -0.02 4.17 1.31
S 0.52 4.13 -0.75
S -1.05 4.41 -1.85
S -0.99 2.45 1.74
C -0.59 -2.93 0.40
C -1.43 -1.92 -0.38
C -2.61 -1.47 0.50
C -1.99 -2.56 -1.65
P -0.41 -0.35 -0.70
C -1.59 0.56 -1.77
C -2.56 1.35 -1.14
C -3.58 1.94 -1.86
C -3.66 1.75 -3.23
C -2.69 0.99 -3.87
C -1.67 0.40 -3.15
C 1.15 -0.71 -1.69
C 1.07 -1.80 -2.77
C 2.21 -1.15 -0.67
C 1.61 0.61 -2.32
H -1.22 -3.75 0.75
H -0.15 -2.47 1.29
H 0.20 -3.36 -0.22
H -3.12 -2.35 0.89
H -3.33 -0.88 -0.07
H -2.27 -0.89 1.36
H -2.65 -3.38 -1.36
H -1.21 -2.98 -2.28
H -2.57 -1.85 -2.23
H -2.49 1.50 -0.07
H -4.31 2.56 -1.35
H -4.46 2.20 -3.80
H -2.73 0.83 -4.94
H -0.93 -0.19 -3.68
H 0.95 -2.79 -2.32
H 2.01 -1.80 -3.32
H 0.27 -1.65 -3.48
H 1.90 -2.04 -0.12
H 2.44 -0.34 0.04
H 3.15 -1.39 -1.18
H 0.93 0.97 -3.09
H 2.60 0.49 -2.76
H 1.69 1.38 -1.55
```

Population analysis type natural (NBO), resulting atomic charges in e: number 1, Re, carries 1.06; number 2, O, carries -0.57; number 3, C, carries 0.76; number 4, O, carries -0.74; number 5, C, carries 0.08; number 6, C, carries -0.18; number 7, C, carries -0.16; number 8, C, carries -0.18; number 9, C, carries 0.09; number 10, N, carries -0.48; number 11, C, carries 0.75; number 12, O, carries -0.58; number 13, O, carries -0.74; number 14, H, carries 0.25; number 15, H, carries 0.23; number 16, H, carries 0.26; number 17, S, carries -0.04; number 18, S, carries 0.13; number 19, S, carries -0.14; number 20, S, carries -0.19; number 21, C, carries -0.62; number 22, C, carries -0.28; number 23, C, carries -0.63; number 24, C, carries -0.63; number 25, P, carries 0.99; number 26, C, carries -0.37; number 27, C, carries -0.19; number 28, C, carries -0.20; number 29, C, carries -0.19; number 30, C, carries -0.23; number 31, C, carries -0.14; number 32, C, carries -0.30; number 33, C, carries -0.61; number 34, C, carries -0.63; number 35, C, carries -0.63; number 36, H, carries 0.22; number 37, H, carries 0.22; number 38, H, carries 0.20; number 39, H, carries 0.22; number 40, H, carries 0.22; number 41, H, carries 0.23; number 42, H, carries 0.22; number 43, H, carries 0.21; number 44, H, carries 0.22; number 45, H, carries 0.24; number 46, H, carries 0.22; number 47, H, carries 0.22; number 48, H, carries 0.22; number 49, H, carries 0.20; number 50, H, carries 0.21; number 51, H, carries 0.22; number 52, H, carries 0.21; number 53, H, carries 0.22; number 54, H, carries 0.21; number 55, H, carries 0.23; number 56, H, carries 0.22; number 57, H, carries 0.22; number 58, H, carries 0.25

Entry 2:
Density functional theory data (ωB97M-V/def2-TZVPD) for a 3-piece molecular cluster, C21H26NO7 overall.

The multiplicity is 1. Its orbital gap is 9.23 eV. For the relative energy (zero: lowest compared OMol25 entry of this formula, charge and spin), the calculation gives 0.0 kcal per mole. The net charge is +1. As for the LUMO energy: -2.7750 eV.

Structure (XYZ):
```
55
C21H26NO7, DFT ωB97M-V/def2-TZVPD
C -1.51 1.86 -1.44
C -1.13 1.62 -2.76
C -0.38 0.49 -3.10
C -0.02 -0.42 -2.11
C 0.78 -1.67 -2.37
C 1.65 -1.62 -3.61
N 2.78 -0.65 -3.46
C 3.84 -1.04 -2.46
O 4.16 0.07 -1.71
C 3.75 -0.03 -0.35
C 4.64 -0.56 0.57
C 4.22 -0.67 1.89
C 2.94 -0.28 2.24
C 2.06 0.26 1.31
C 2.48 0.40 -0.01
C -0.43 -0.19 -0.79
C -1.16 0.94 -0.46
H -2.06 2.75 -1.18
H -1.42 2.34 -3.51
H -0.10 0.33 -4.13
H 0.10 -2.51 -2.51
H 1.36 -1.93 -1.49
H 1.06 -1.30 -4.46
H 2.04 -2.61 -3.84
H 2.44 0.29 -3.24
H 3.23 -0.57 -4.37
H 3.45 -1.85 -1.85
H 4.72 -1.38 -2.98
H 5.63 -0.86 0.26
H 4.91 -1.07 2.62
H 2.61 -0.37 3.27
H 1.06 0.56 1.58
H 1.85 0.83 -0.77
H -0.16 -0.89 -0.01
H -1.44 1.11 0.57
C -1.30 0.75 4.16
C -1.43 -0.49 5.01
O -1.39 -1.54 4.02
C -0.78 -1.06 2.93
O -0.46 -1.73 1.98
O -0.56 0.26 3.02
H -0.76 1.56 4.65
H -2.25 1.13 3.79
H -0.59 -0.63 5.69
H -2.36 -0.54 5.57
C -4.65 0.17 0.07
C -5.02 1.56 -0.41
O -5.01 2.31 0.81
C -4.21 1.68 1.69
O -3.85 2.13 2.73
O -3.86 0.45 1.23
H -4.06 -0.40 -0.65
H -5.52 -0.42 0.37
H -4.28 1.98 -1.09
H -6.00 1.61 -0.87
```

Population analysis type natural (NBO), resulting atomic charges in e: number 1, C, carries -0.21; number 2, C, carries -0.20; number 3, C, carries -0.25; number 4, C, carries -0.07; number 5, C, carries -0.46; number 6, C, carries -0.22; number 7, N, carries -0.53; number 8, C, carries 0.09; number 9, O, carries -0.53; number 10, C, carries 0.33; number 11, C, carries -0.29; number 12, C, carries -0.18; number 13, C, carries -0.19; number 14, C, carries -0.18; number 15, C, carries -0.31; number 16, C, carries -0.15; number 17, C, carries -0.22; number 18, H, carries 0.22; number 19, H, carries 0.23; number 20, H, carries 0.20; number 21, H, carries 0.26; number 22, H, carries 0.24; number 23, H, carries 0.23; number 24, H, carries 0.23; number 25, H, carries 0.46; number 26, H, carries 0.44; number 27, H, carries 0.21; number 28, H, carries 0.21; number 29, H, carries 0.23; number 30, H, carries 0.23; number 31, H, carries 0.22; number 32, H, carries 0.24; number 33, H, carries 0.22; number 34, H, carries 0.25; number 35, H, carries 0.24; number 36, C, carries -0.12; number 37, C, carries -0.10; number 38, O, carries -0.48; number 39, C, carries 0.98; number 40, O, carries -0.61; number 41, O, carries -0.52; number 42, H, carries 0.21; number 43, H, carries 0.23; number 44, H, carries 0.19; number 45, H, carries 0.22; number 46, C, carries -0.10; number 47, C, carries -0.10; number 48, O, carries -0.48; number 49, C, carries 0.97; number 50, O, carries -0.59; number 51, O, carries -0.50; number 52, H, carries 0.21; number 53, H, carries 0.20; number 54, H, carries 0.19; number 55, H, carries 0.21

Entry 3:
Density functional theory data (ωB97M-V/def2-TZVPD) for a 2-piece molecular cluster, C21H27 overall.

The multiplicity is 1. Its orbital gap is 6.07 eV. For the relative energy (zero: lowest compared OMol25 entry of this formula, charge and spin), the calculation gives 12.1 kcal per mole. The net charge is +1. As for the LUMO energy: -5.5502 eV.

Structure (XYZ):
```
48
C21H27, DFT ωB97M-V/def2-TZVPD
C -2.65 -0.47 1.82
C -1.22 -0.41 2.35
C -0.10 -0.29 1.29
C 1.28 -0.23 1.93
C 2.01 -1.55 2.03
C 1.82 0.93 2.38
H -3.37 -0.53 2.63
H -2.91 0.41 1.23
H -2.82 -1.34 1.18
H -1.11 0.42 3.07
H -1.00 -1.31 2.98
H -0.11 -1.16 0.60
H -0.24 0.60 0.65
H 1.33 -2.35 1.71
H 2.89 -1.56 1.37
H 2.32 -1.72 3.07
H 2.87 0.93 2.71
H 1.31 1.86 2.11
C 2.52 -1.55 9.14
C 2.34 -0.41 8.18
C 1.30 -0.45 7.25
C 1.16 0.56 6.31
C 2.10 1.64 6.20
C 1.97 2.54 5.11
C 2.62 3.79 4.91
C 1.99 4.78 4.07
C 2.59 6.00 3.79
C 3.80 6.35 4.40
C 4.45 7.66 4.07
C 4.41 5.45 5.29
C 3.86 4.19 5.51
C 3.02 1.76 7.32
C 3.21 0.69 8.20
H 3.43 -1.43 9.75
H 1.66 -1.62 9.84
H 2.59 -2.50 8.60
H 0.61 -1.30 7.24
H 0.33 0.52 5.59
H 1.05 2.41 4.53
H 1.01 4.57 3.65
H 2.11 6.70 3.10
H 5.35 7.83 4.67
H 4.74 7.69 3.01
H 3.75 8.50 4.25
H 5.35 5.74 5.79
H 4.41 3.48 6.10
H 3.54 2.68 7.51
H 4.01 0.72 8.95
```

Population analysis type natural (NBO), resulting atomic charges in e: number 1, C, carries -0.61; number 2, C, carries -0.38; number 3, C, carries -0.45; number 4, C, carries 0.10; number 5, C, carries -0.67; number 6, C, carries -0.50; number 7, H, carries 0.22; number 8, H, carries 0.21; number 9, H, carries 0.21; number 10, H, carries 0.19; number 11, H, carries 0.20; number 12, H, carries 0.21; number 13, H, carries 0.21; number 14, H, carries 0.22; number 15, H, carries 0.24; number 16, H, carries 0.22; number 17, H, carries 0.20; number 18, H, carries 0.20; number 19, C, carries -0.66; number 20, C, carries 0.11; number 21, C, carries -0.20; number 22, C, carries -0.08; number 23, C, carries -0.19; number 24, C, carries 0.11; number 25, C, carries -0.10; number 26, C, carries -0.09; number 27, C, carries -0.24; number 28, C, carries 0.11; number 29, C, carries -0.66; number 30, C, carries -0.22; number 31, C, carries -0.12; number 32, C, carries -0.08; number 33, C, carries -0.24; number 34, H, carries 0.23; number 35, H, carries 0.25; number 36, H, carries 0.25; number 37, H, carries 0.23; number 38, H, carries 0.23; number 39, H, carries 0.24; number 40, H, carries 0.23; number 41, H, carries 0.24; number 42, H, carries 0.23; number 43, H, carries 0.25; number 44, H, carries 0.25; number 45, H, carries 0.24; number 46, H, carries 0.22; number 47, H, carries 0.22; number 48, H, carries 0.24

Entry 4:
Density functional theory data (ωB97M-V/def2-TZVPD) for C21H27BFN4O6S2V as an isolated structure.

The multiplicity is 1. Its orbital gap is 1.98 eV. As for the LUMO energy: -6.4648 eV.

Structure (XYZ):
```
63
C21H27BFN4O6S2V, DFT ωB97M-V/def2-TZVPD
C -1.63 0.79 -3.29
C -1.51 -0.02 -2.25
C -1.34 -1.10 -1.04
C -1.48 -2.52 -1.79
C -0.37 -3.62 -1.38
C 0.78 -3.62 -2.53
F 2.04 -3.97 -1.89
O 0.02 -0.98 -0.50
B 0.00 -0.60 0.93
C 1.05 -1.31 1.97
C 2.59 -0.91 1.74
C 3.15 0.23 2.74
S 4.52 1.13 1.79
C 3.75 2.63 1.04
S 2.66 3.53 1.99
N 3.97 3.13 -0.34
C 3.63 2.55 -1.65
C 4.08 3.60 -2.74
N 4.68 4.78 -2.10
C 4.59 4.44 -0.67
N 0.33 0.91 1.13
C 0.73 1.44 -0.02
O 0.61 2.12 -1.09
O -1.41 -0.95 1.28
C -2.38 -0.75 0.19
C -3.76 -1.57 0.29
C -4.80 -1.30 -0.91
C -6.29 -0.66 -0.61
N -4.55 -1.53 -2.21
C -2.80 0.80 0.43
C -2.98 0.91 2.16
C -3.51 2.44 2.70
O -2.01 1.84 2.87
H -1.50 1.63 -4.09
H -2.51 -3.03 -1.67
H -1.36 -2.35 -2.94
H -0.89 -4.66 -1.45
H 0.03 -3.53 -0.31
H 0.46 -4.42 -3.32
H 0.83 -2.56 -2.96
H 0.75 -0.96 3.04
H 0.93 -2.47 1.97
H 3.22 -1.87 1.97
H 2.80 -0.55 0.66
H 2.34 0.95 3.13
H 3.65 -0.23 3.70
H 3.12 1.53 -1.76
H 3.91 3.43 -3.87
H 4.94 5.16 0.17
H -3.53 -2.71 0.31
H -4.33 -1.36 1.28
H -6.31 0.35 -1.20
H -6.46 -0.42 0.50
H -7.14 -1.30 -1.05
H -5.40 -1.27 -2.77
H -1.99 1.57 0.16
H -3.85 1.09 0.07
H -3.41 -0.07 2.74
H -3.64 2.28 3.84
H -3.04 3.37 2.24
O 7.44 -0.52 2.81
V 8.66 0.18 1.79
O 9.89 0.88 0.78
```

Population analysis type natural (NBO), resulting atomic charges in e: number 1, C, carries -0.30; number 2, C, carries -0.02; number 3, C, carries 0.23; number 4, C, carries -0.43; number 5, C, carries -0.44; number 6, C, carries 0.04; number 7, F, carries -0.39; number 8, O, carries -0.72; number 9, B, carries 0.92; number 10, C, carries -0.62; number 11, C, carries -0.42; number 12, C, carries -0.51; number 13, S, carries 0.33; number 14, C, carries -0.13; number 15, S, carries 0.14; number 16, N, carries -0.48; number 17, C, carries 0.01; number 18, C, carries -0.03; number 19, N, carries -0.41; number 20, C, carries 0.23; number 21, N, carries -0.61; number 22, C, carries 0.81; number 23, O, carries -0.52; number 24, O, carries -0.74; number 25, C, carries 0.28; number 26, C, carries -0.50; number 27, C, carries 0.33; number 28, C, carries -0.71; number 29, N, carries -0.63; number 30, C, carries -0.45; number 31, C, carries 0.11; number 32, C, carries -0.26; number 33, O, carries -0.57; number 34, H, carries 0.27; number 35, H, carries 0.24; number 36, H, carries 0.23; number 37, H, carries 0.20; number 38, H, carries 0.24; number 39, H, carries 0.17; number 40, H, carries 0.18; number 41, H, carries 0.23; number 42, H, carries 0.23; number 43, H, carries 0.23; number 44, H, carries 0.21; number 45, H, carries 0.27; number 46, H, carries 0.26; number 47, H, carries 0.28; number 48, H, carries 0.25; number 49, H, carries 0.25; number 50, H, carries 0.25; number 51, H, carries 0.23; number 52, H, carries 0.23; number 53, H, carries 0.22; number 54, H, carries 0.23; number 55, H, carries 0.34; number 56, H, carries 0.25; number 57, H, carries 0.22; number 58, H, carries 0.22; number 59, H, carries 0.22; number 60, H, carries 0.25; number 61, O, carries -0.88; number 62, V, carries 1.81; number 63, O, carries -0.87